Entry 1:
The following is a DFT calculation (ωB97M-V with the def2-TZVPD basis set) of a structure of composition C17H21ClF8INO4S.

XYZ file:
```
54
Properties=species:S:1:pos:R:3:forces:R:3:lowdin_charge:R:1
C -2.520 0.693 -3.600 -1.28 -1.48 0.07 -0.18
C -1.289 1.637 -3.441 0.23 0.09 -2.31 -0.30
C -0.068 1.447 -2.420 1.24 2.66 -1.72 -0.36
F 1.051 0.776 -3.088 -1.92 0.26 1.52 -0.06
C -0.226 1.106 -0.882 -1.16 -0.60 -0.65 -0.51
I -2.149 2.194 -0.557 0.45 -0.59 0.20 1.23
C -0.219 -0.415 -0.269 -0.27 1.08 2.20 -0.21
C -1.584 -0.858 0.463 -0.96 -2.26 -0.98 -0.21
C -2.367 -0.710 1.798 -1.27 -1.35 2.02 -0.62
C -1.695 -1.389 3.143 -0.71 1.20 -0.23 -0.11
Cl -3.326 0.823 2.280 0.64 -0.95 -0.14 0.47
C -0.109 -1.578 -1.359 -2.90 -1.90 -3.70 -0.15
F -1.021 -2.722 -1.212 1.90 1.54 1.94 0.02
F -0.737 -1.249 -2.628 1.91 1.58 2.38 0.04
C 1.143 -2.403 -1.827 0.52 -2.55 -5.15 -0.16
F 0.613 -3.214 -2.935 0.27 1.36 2.21 0.03
F 2.132 -1.778 -2.622 -1.47 -0.32 3.31 0.10
C 1.679 -3.619 -0.919 2.02 -2.98 0.20 -0.31
F 1.106 -3.710 0.356 1.46 0.86 -2.38 0.10
F 3.101 -3.565 -0.899 -3.39 0.33 0.68 0.09
F 1.442 -4.904 -1.479 0.18 3.30 1.22 0.10
C 0.840 -0.459 0.950 1.49 -1.93 1.35 -0.17
C 2.395 -0.785 0.683 1.20 -0.18 0.64 -0.09
C 3.198 -0.206 -0.523 4.12 -0.76 -0.56 -0.21
O 4.453 -0.368 -0.504 -4.28 0.52 0.20 0.01
C 0.942 0.750 1.984 -0.40 0.13 0.79 -0.28
C -0.205 1.559 2.670 0.49 1.90 2.14 -0.16
C 0.602 2.722 3.505 -0.76 0.86 -0.42 -0.20
N 0.205 3.961 3.581 0.60 -3.25 -0.19 0.09
O 1.761 1.803 1.316 -1.90 -1.77 -1.03 -0.23
S 0.990 2.293 -0.047 4.56 8.73 -1.42 0.72
O 0.335 3.632 0.264 0.34 -4.59 -0.08 -0.40
O 2.169 2.686 -0.932 -3.09 -2.95 1.72 -0.30
H -2.822 0.095 -2.663 0.61 1.07 -1.33 0.04
H -3.473 1.272 -3.891 1.61 -0.68 0.40 0.09
H -2.364 -0.109 -4.412 -0.10 1.31 1.23 0.09
H -0.738 1.579 -4.462 -0.61 0.04 1.72 0.14
H -1.689 2.719 -3.482 1.01 -1.67 0.77 0.10
H 0.299 2.554 -2.465 -0.39 -1.93 0.65 0.15
H -1.265 -1.933 0.787 -0.79 1.41 -1.30 0.13
H -2.381 -0.891 -0.370 1.28 -0.14 1.33 0.12
H -3.279 -1.432 1.667 1.81 1.41 -0.27 0.12
H -2.366 -1.040 4.006 1.08 -0.71 -1.19 0.08
H -0.648 -1.021 3.341 -1.20 -0.58 -0.18 0.05
H -1.727 -2.522 3.071 0.10 1.43 -0.06 0.09
H 0.577 -1.374 1.614 -0.02 1.54 -1.25 0.14
H 2.660 -1.905 0.788 -0.74 1.67 -0.64 0.13
H 3.034 -0.401 1.573 -1.27 -0.39 -1.38 0.15
H 2.806 0.293 -1.466 -0.26 -0.45 1.37 0.12
H 1.557 0.345 2.886 -0.72 0.71 -1.86 0.17
H -0.927 2.172 2.063 0.83 -1.14 0.13 0.03
H -0.794 1.070 3.516 0.85 0.07 -1.50 0.10
H 1.562 2.370 4.021 -1.32 0.68 -0.62 0.13
H -0.666 4.010 3.029 0.37 0.36 0.15 0.05
```
Forces are in eV/Å.

Properties
LUMO (eV): -1.39
HOMO-LUMO gap (hartree): 0.3131
Total energy (Eh): -2970.6934

Entry 2:
The following is a DFT calculation (ωB97M-V with the def2-TZVPD basis set) of a cluster of 2 separate species, C17H21ClFN2O3 in total.

XYZ file:
```
45
Properties=species:S:1:pos:R:3:forces:R:3:lowdin_charge:R:1
C -1.189 -0.289 2.768 0.00 -0.15 0.11 -0.09
C -2.579 -0.671 2.236 0.16 -0.13 0.01 -0.20
C -2.800 -0.370 0.768 0.10 0.26 0.34 -0.13
O -2.491 -1.553 -0.036 -0.13 0.03 -0.42 -0.02
C -1.713 -1.409 -1.092 0.12 0.00 0.19 -0.27
C -0.399 -0.906 -0.976 -0.22 0.05 -0.05 0.04
N 0.422 -0.811 -1.990 -0.08 -0.02 0.05 0.21
N -0.023 -1.212 -3.151 0.05 0.15 0.11 -0.08
O 0.873 -1.106 -4.164 -0.12 -0.20 -0.16 -0.04
C 0.936 0.254 -4.698 0.16 0.40 -0.13 -0.17
C 2.024 1.101 -4.050 -0.07 -0.08 0.15 -0.05
C -1.234 -1.723 -3.421 0.11 0.12 0.04 -0.15
C -1.522 -2.184 -4.804 -0.14 -0.04 -0.06 -0.06
C -0.889 -3.560 -5.041 0.19 -0.12 0.09 -0.20
O 0.083 -3.928 -4.448 -0.16 0.02 0.04 0.11
C -2.125 -1.827 -2.353 0.17 -0.19 0.09 -0.47
Cl -3.673 -2.498 -2.562 -0.08 -0.03 -0.03 0.87
H -0.671 0.406 2.103 -0.01 0.07 0.04 0.06
H -1.264 0.198 3.738 0.02 0.05 -0.03 0.07
H -0.552 -1.162 2.914 0.03 0.00 -0.12 0.08
H -3.355 -0.174 2.815 -0.02 0.09 -0.06 0.12
H -2.739 -1.742 2.364 -0.16 0.02 0.08 0.12
H -2.169 0.457 0.435 0.00 0.00 -0.05 0.12
H -3.834 -0.109 0.546 -0.04 -0.18 -0.06 0.13
H -0.030 -0.589 -0.009 0.11 0.01 -0.06 0.14
H 1.127 0.096 -5.757 0.00 -0.07 0.01 0.13
H -0.047 0.719 -4.604 -0.08 -0.14 0.08 0.12
H 2.330 0.661 -3.104 0.00 -0.01 0.00 0.07
H 2.900 1.178 -4.688 0.02 0.00 -0.01 0.08
H 1.650 2.101 -3.836 0.05 0.04 -0.09 0.08
H -1.114 -1.486 -5.537 0.03 -0.08 -0.04 0.14
H -2.594 -2.253 -4.974 -0.02 0.06 0.08 0.11
H -1.398 -4.195 -5.783 0.04 0.06 -0.12 0.14
F -0.287 2.642 4.508 -0.03 -0.01 -0.02 0.04
C 1.033 2.512 4.773 0.08 -0.02 0.01 -0.29
C 1.925 2.525 3.721 -0.02 -0.01 -0.07 -0.03
C 3.279 2.390 3.997 0.00 -0.01 0.04 -0.08
C 3.715 2.241 5.306 0.00 0.00 0.00 -0.09
C 2.794 2.230 6.345 0.02 0.00 -0.04 -0.08
C 1.439 2.369 6.084 -0.06 0.00 0.06 -0.01
H 1.562 2.645 2.709 -0.01 0.03 0.01 0.11
H 3.994 2.406 3.186 0.00 0.00 -0.01 0.10
H 4.771 2.137 5.516 0.00 0.00 0.00 0.10
H 3.131 2.115 7.366 0.00 0.01 0.01 0.11
H 0.705 2.371 6.878 -0.01 0.00 -0.01 0.12
```
Forces are in eV/Å.

Properties
Relative energy (zero: lowest compared OMol25 entry of this formula, charge and spin) (kcal per mole): 0.00
LUMO (eV): -4.37
Total charge: +1
HOMO-LUMO gap (hartree): 0.2471
Total energy (Eh): -1555.3214

Entry 3:
The following is a DFT calculation (ωB97M-V with the def2-TZVPD basis set) of the molecule C17H21ClN4O2S.

XYZ file:
```
46
Properties=species:S:1:pos:R:3:forces:R:3:lowdin_charge:R:1
C 0.278 -1.135 1.649 0.00 -0.07 0.09 0.02
C -0.855 -0.554 1.308 -0.10 -0.04 -0.07 -0.15
C -1.810 -1.107 0.289 0.14 -0.30 0.47 -0.14
N -2.205 -0.102 -0.664 -0.43 0.62 -0.44 0.00
C -1.750 0.129 -1.938 -0.13 -0.06 -0.10 -0.32
C -0.735 -0.699 -2.637 0.02 0.00 -0.01 -0.06
C 0.578 -0.725 -1.899 0.17 -0.03 0.02 -0.24
C 1.313 -1.895 -1.772 -0.04 0.12 0.01 -0.04
C 2.508 -1.900 -1.081 0.15 0.11 0.15 0.00
C 3.014 -0.741 -0.493 -0.22 -0.09 -0.06 -0.30
O 4.218 -0.817 0.130 0.06 0.21 -0.28 -0.05
C 4.295 -0.448 1.514 0.15 -0.10 0.66 -0.45
C 4.223 -1.716 2.363 -0.07 0.31 -0.33 -0.03
C 5.607 0.297 1.723 -0.43 -0.08 -0.22 -0.04
C 2.283 0.440 -0.657 0.12 -0.10 -0.04 -0.56
Cl 2.873 1.951 -0.048 0.07 0.08 0.01 0.75
C 1.083 0.443 -1.345 0.07 -0.17 -0.07 -0.06
N -2.347 1.169 -2.441 0.75 -0.28 -0.86 0.08
N -3.201 1.657 -1.523 -0.28 0.17 0.81 -0.01
C -3.114 0.897 -0.461 0.05 0.06 -0.12 -0.61
S -4.001 1.066 1.021 -0.18 -0.02 0.33 1.01
C -4.912 2.606 0.688 0.08 -0.25 -0.04 -0.36
C -6.156 2.369 -0.168 0.33 0.17 -0.02 -0.63
N -5.897 2.326 -1.484 -0.11 0.03 -0.55 0.16
O -7.259 2.263 0.319 -0.36 -0.04 0.33 0.04
H 0.922 -0.716 2.402 0.12 0.14 0.18 0.06
H 0.604 -2.056 1.194 0.05 -0.19 -0.16 0.06
H -1.173 0.370 1.772 0.02 0.15 0.11 0.09
H -1.358 -1.943 -0.248 -0.12 0.02 0.07 0.13
H -2.718 -1.452 0.800 0.10 -0.09 -0.18 0.12
H -1.112 -1.718 -2.764 0.05 0.01 -0.07 0.12
H -0.601 -0.262 -3.629 -0.12 -0.07 0.03 0.13
H 0.948 -2.812 -2.212 -0.06 -0.10 -0.05 0.12
H 3.085 -2.806 -0.980 0.08 -0.09 0.04 0.12
H 3.453 0.204 1.772 0.11 -0.09 -0.11 0.10
H 4.272 -1.461 3.418 -0.01 0.00 0.14 0.08
H 5.054 -2.372 2.117 0.10 -0.09 -0.01 0.09
H 3.293 -2.247 2.172 -0.09 -0.08 0.02 0.07
H 6.438 -0.334 1.421 0.12 -0.08 0.00 0.09
H 5.622 1.203 1.122 0.03 0.08 -0.03 0.07
H 5.722 0.565 2.770 0.04 0.01 0.12 0.08
H 0.545 1.372 -1.463 -0.05 0.13 0.05 0.12
H -5.213 2.970 1.669 -0.01 -0.02 -0.11 0.08
H -4.219 3.295 0.208 -0.02 0.08 0.06 0.08
H -6.658 2.137 -2.116 -0.03 -0.01 0.12 0.11
H -4.937 2.290 -1.820 -0.14 0.03 0.10 0.05
```
Forces are in eV/Å.

Properties
Relative energy (zero: lowest compared OMol25 entry of this formula, charge and spin) (kcal per mole): 17.55
LUMO (eV): 0.51
HOMO-LUMO gap (hartree): 0.3403
Total energy (Eh): -1888.2917

no.,maximum force (eV Å⁻¹)
1,9.95
2,0.45
3,1.18